(1)
Molecular formula: C32H52F8N10O24S2Zn2
Method: DFT, wB97M-V/def2-TZVPD

Geometry as XYZ:
```
130
C32H52F8N10O24S2Zn2 (wB97M-V/def2-TZVPD)
Zn 14.147 12.266 11.520
Zn 14.177 15.756 11.367
C 11.986 14.015 14.415
F 11.596 13.572 13.219
F 11.276 15.009 14.739
F 11.959 13.038 15.320
S 13.822 14.438 14.249
O 14.335 14.543 15.563
O 14.334 13.386 13.398
N 13.890 15.787 13.440
S 13.495 17.255 13.965
O 13.525 18.097 12.790
O 12.398 17.231 14.864
C 14.813 17.989 15.088
F 16.099 17.644 14.871
F 14.702 19.415 14.933
F 14.540 17.760 16.361
C 12.800 15.742 6.773
O 13.679 15.066 6.556
O 11.958 16.550 7.163
O 13.288 13.934 10.792
C 14.917 8.260 9.662
C 14.142 9.598 9.419
C 13.024 9.396 8.461
C 11.835 8.568 8.978
C 11.307 9.388 10.117
C 12.278 9.650 11.247
N 13.576 10.170 10.666
O 14.568 10.389 11.718
C 12.561 8.382 12.075
C 11.619 10.704 12.084
C 15.167 10.519 8.809
H 15.333 7.960 8.743
H 14.368 7.477 10.141
H 15.733 8.573 10.339
H 13.300 8.965 7.511
H 12.656 10.384 8.263
H 12.134 7.537 9.226
H 11.129 8.391 8.154
H 10.440 8.959 10.599
H 10.919 10.322 9.746
H 13.090 7.662 11.446
H 11.656 7.899 12.420
H 13.209 8.579 12.940
H 10.628 10.291 12.382
H 11.337 11.653 11.623
H 12.181 10.879 13.085
H 15.837 9.998 8.216
H 15.819 10.852 9.642
H 14.752 11.379 8.309
C 9.461 10.262 15.515
N 8.904 11.648 15.428
O 8.278 12.108 16.338
O 9.097 12.207 14.383
H 8.960 9.632 14.767
H 9.445 9.960 16.546
H 10.526 10.282 15.192
C 12.362 18.977 10.070
N 12.435 17.456 9.954
O 11.429 16.811 9.971
O 13.546 16.950 9.930
H 12.012 19.171 11.064
H 11.773 19.216 9.228
H 13.448 19.274 9.979
C 16.321 12.752 17.469
N 16.731 12.252 16.109
O 16.915 11.070 15.994
O 16.971 13.072 15.211
H 16.108 11.888 18.072
H 15.487 13.425 17.395
H 17.171 13.387 17.795
C 17.367 10.971 12.602
N 17.357 12.142 11.672
O 18.341 12.407 11.100
O 16.325 12.808 11.517
H 16.848 10.219 11.942
H 16.755 11.381 13.429
H 18.335 10.593 12.921
C 20.162 15.721 15.833
N 19.507 14.787 16.835
O 20.081 13.739 17.052
O 18.525 15.208 17.385
H 20.779 16.398 16.400
H 19.333 16.199 15.393
H 20.639 15.149 15.052
C 8.802 17.719 14.142
N 9.666 17.645 12.899
O 9.912 18.640 12.273
O 10.086 16.570 12.583
H 8.145 18.603 14.047
H 9.445 17.902 14.964
H 8.260 16.813 14.217
C 18.393 15.984 10.836
N 16.967 16.236 11.283
O 16.660 17.071 12.092
O 16.111 15.469 10.762
H 18.405 14.995 10.448
H 19.078 16.117 11.673
H 18.554 16.642 9.986
C 13.417 22.515 13.811
N 13.976 21.929 12.568
O 13.304 21.960 11.576
O 15.111 21.514 12.617
H 12.336 22.373 13.857
H 13.681 23.573 13.636
H 14.088 22.125 14.617
F 21.899 18.001 13.296
C 20.913 18.824 12.855
C 20.144 19.348 13.819
C 19.106 20.086 13.363
C 18.789 20.222 12.020
C 19.630 19.642 11.090
C 20.747 18.937 11.481
H 20.321 19.108 14.850
H 18.474 20.511 14.104
H 17.906 20.709 11.679
H 19.400 19.729 10.042
H 21.519 18.531 10.853
F 13.171 11.120 18.719
C 12.133 10.258 18.835
C 10.894 10.858 18.962
C 9.804 9.982 18.890
C 9.971 8.623 18.830
C 11.252 8.051 18.786
C 12.353 8.891 18.733
H 10.845 11.918 19.108
H 8.845 10.445 18.849
H 9.057 8.065 18.797
H 11.445 7.029 18.543
H 13.364 8.540 18.447
```

Calculated values
- ΔE to the lowest compared entry with this formula, charge and spin: 0.0 kcal per mole
- Largest force on an atom: 7.81 eV/A

***

(2)
Molecular formula: C28H40N12PSSiSn
Method: DFT, wB97M-V/def2-TZVPD

Geometry as XYZ:
```
84
C28H40N12PSSiSn (wB97M-V/def2-TZVPD)
Sn 0.017 -0.017 -0.150
C -3.433 3.331 3.185
N -2.188 2.805 2.649
C -0.928 3.202 2.990
C -0.065 2.456 2.239
N -0.791 1.617 1.450
C -2.077 1.841 1.710
P -3.533 1.021 0.985
C -3.030 1.199 -0.756
N -1.842 0.936 -1.287
C -1.918 1.257 -2.610
C -3.173 1.720 -2.880
N -3.864 1.674 -1.705
C -5.252 2.061 -1.517
C -2.932 -0.680 1.230
N -1.691 -1.118 1.047
C -1.672 -2.432 1.407
C -2.924 -2.790 1.815
N -3.707 -1.680 1.698
C -5.124 -1.600 2.015
H -3.213 4.054 3.965
H -4.008 3.824 2.402
H -4.039 2.532 3.609
H -0.738 3.972 3.715
H 1.010 2.453 2.219
H -1.071 1.147 -3.262
H -3.612 2.078 -3.793
H -5.671 2.340 -2.480
H -5.831 1.236 -1.105
H -5.329 2.910 -0.839
H -0.763 -3.004 1.363
H -3.308 -3.728 2.174
H -5.484 -2.593 2.270
H -5.293 -0.935 2.861
H -5.685 -1.227 1.160
C 6.128 0.587 2.026
C 6.027 -0.924 2.230
C 5.974 -1.669 0.897
C 4.829 -1.297 3.131
N 3.560 -1.097 2.447
C 2.760 -2.010 1.866
N 1.792 -1.371 1.252
N 2.020 -0.069 1.480
N 3.066 0.105 2.183
H 6.965 0.811 1.367
H 6.304 1.095 2.973
H 5.219 0.992 1.584
H 6.917 -1.254 2.769
H 5.103 -1.376 0.304
H 5.948 -2.748 1.053
H 6.865 -1.444 0.314
H 4.833 -0.671 4.024
H 4.883 -2.345 3.421
H 2.891 -3.075 1.909
N 6.638 0.162 -4.334
C 5.371 0.262 -4.717
S 4.918 0.406 -6.303
C 4.311 0.281 -3.679
C 3.077 -0.320 -3.927
C 2.097 -0.249 -2.957
N 2.280 0.367 -1.793
C 3.453 0.940 -1.542
C 4.495 0.924 -2.453
H 7.375 0.173 -5.024
H 6.895 0.033 -3.369
H 2.895 -0.827 -4.863
H 1.125 -0.711 -3.104
H 3.563 1.435 -0.585
H 5.412 1.442 -2.214
C -3.346 -4.395 -2.616
Si -1.931 -3.728 -3.663
C -0.593 -4.981 -4.094
C -2.424 -2.495 -5.006
C -1.007 -2.528 -2.452
C -0.499 -1.753 -1.671
H -3.922 -5.123 -3.189
H -4.035 -3.610 -2.306
H -2.985 -4.902 -1.722
H -1.006 -5.702 -4.802
H -0.255 -5.540 -3.223
H 0.278 -4.527 -4.564
H -2.945 -3.019 -5.808
H -1.561 -2.000 -5.449
H -3.097 -1.727 -4.627
```

Calculated values
- Net charge: +3
- ΔE to the lowest compared entry with this formula, charge and spin: 83.3 kcal per mole
- Largest force on an atom: 3.44 eV/A

***

(3)
Molecular formula: C28H22InNO5P
Method: DFT, wB97M-V/def2-TZVPD

Geometry as XYZ:
```
58
C28H22InNO5P (wB97M-V/def2-TZVPD)
N 7.474 2.639 -6.153
P 6.369 3.834 -6.232
In 3.971 2.893 -6.480
O 2.546 4.104 -5.505
H 8.013 2.686 -5.245
H 6.727 4.666 -7.347
H 6.523 4.619 -5.034
H 3.994 1.317 -5.550
H 3.547 2.549 -8.218
H 1.939 4.561 -6.174
C 2.733 -4.284 -0.202
C 3.965 -3.801 -0.645
C 4.059 -2.515 -1.178
C 2.916 -1.712 -1.281
C 1.681 -2.204 -0.861
C 1.591 -3.489 -0.309
C 0.460 -1.386 -1.010
O -0.624 -1.816 -0.638
C 0.565 -0.046 -1.621
C -0.593 0.718 -1.821
C -0.501 1.991 -2.387
C 0.743 2.509 -2.744
C 1.898 1.748 -2.551
C 1.807 0.464 -1.997
C 3.029 -0.347 -1.830
O 4.123 0.106 -2.148
H 2.661 -5.283 0.223
H 4.852 -4.425 -0.573
H 5.025 -2.142 -1.517
H 0.633 -3.875 0.034
H -1.568 0.322 -1.542
H -1.402 2.580 -2.546
H 0.816 3.504 -3.178
H 2.865 2.157 -2.837
C -0.413 -1.826 3.330
C -0.627 -1.027 2.207
C -1.817 -0.309 2.078
C -2.801 -0.399 3.070
C -2.597 -1.217 4.181
C -1.395 -1.923 4.317
C -3.648 -1.358 5.209
O -3.468 -2.074 6.187
C -4.922 -0.632 5.037
C -5.950 -0.803 5.975
C -7.153 -0.109 5.827
C -7.330 0.760 4.751
C -6.311 0.928 3.813
C -5.108 0.222 3.952
C -4.049 0.378 2.935
O -4.206 1.139 1.986
H 0.518 -2.379 3.435
H 0.133 -0.961 1.432
H -1.976 0.317 1.202
H -1.222 -2.553 5.188
H -5.818 -1.477 6.819
H -7.951 -0.247 6.553
H -8.265 1.306 4.640
H -6.458 1.605 2.973
```

Calculated values
- Net charge: -1
- Calculated total energy: -2042.64871 a.u.
- Largest force on an atom: 2.27 eV/A

***

(4)
Molecular formula: C32H60N4ORhSi2
Method: DFT, wB97M-V/def2-TZVPD

Geometry as XYZ:
```
100
C32H60N4ORhSi2 (wB97M-V/def2-TZVPD)
Rh -0.923 1.722 -0.303
C 0.149 -4.004 -4.982
C 0.377 -3.310 -3.652
C 1.909 -3.159 -3.377
C -0.296 -4.029 -2.544
C -0.743 -5.330 -2.744
C -1.219 -6.208 -1.841
C -1.147 -5.753 -0.522
C -0.675 -4.380 -0.118
C -0.637 -3.972 1.317
C -1.632 -2.859 1.824
C 0.769 -3.538 1.678
C -0.214 -3.600 -1.160
N 0.261 -2.345 -0.928
C -0.243 -1.311 -1.488
C 0.072 0.075 -1.732
C -0.718 1.056 -2.301
C 0.043 2.216 -2.455
C 1.322 1.866 -1.732
N 1.407 0.600 -1.443
C 2.409 2.877 -1.243
C 1.919 4.207 -1.796
C 3.639 2.316 -1.887
C 2.211 2.664 0.443
H 0.696 -4.832 -5.210
H 0.114 -3.229 -5.684
H -0.805 -4.493 -5.220
H -0.267 -2.415 -3.886
H 2.394 -3.971 -3.937
H 1.998 -3.534 -2.284
H 2.277 -2.110 -3.368
H -0.728 -5.780 -3.706
H -1.875 -6.944 -2.076
H -1.546 -6.289 0.362
H -0.906 -4.885 1.830
H -2.134 -3.195 2.746
H -2.211 -2.262 1.089
H -1.084 -1.940 2.347
H 0.678 -3.149 2.676
H 1.067 -2.923 0.816
H 1.528 -4.389 1.554
H -1.336 -1.564 -1.502
H -1.492 0.374 -2.777
H -0.140 3.020 -3.139
H 0.852 4.261 -1.528
H 2.109 4.476 -2.879
H 2.546 4.951 -1.166
H 3.535 1.130 -2.029
H 4.614 2.574 -1.460
H 3.790 2.893 -2.899
H 1.215 2.442 0.775
H 2.715 3.440 1.085
H 2.816 1.895 0.986
O 1.514 1.738 3.458
C -5.400 4.279 -0.053
Si -3.605 4.042 -0.695
C -4.004 3.192 -2.241
C -2.585 5.555 -1.156
C -2.353 3.029 0.316
Si -3.230 2.265 1.789
C -3.337 3.418 3.215
C -4.907 1.418 1.194
C -2.114 0.976 2.587
H -5.973 3.368 -0.071
H -5.711 5.040 -0.812
H -5.524 4.682 1.017
H -4.762 2.352 -2.023
H -3.195 2.444 -2.457
H -4.195 3.533 -3.273
H -2.751 5.927 -2.200
H -1.571 5.122 -1.138
H -2.493 6.369 -0.418
H -1.850 3.809 0.881
H -2.322 3.781 3.491
H -3.870 2.857 4.006
H -3.945 4.321 3.050
H -5.245 1.805 0.225
H -5.761 1.638 1.954
H -4.855 0.330 1.217
H 1.323 1.071 4.063
H -1.054 1.248 2.727
H -2.568 0.181 3.248
C 4.667 -2.343 2.484
C 3.833 -1.150 3.041
C 3.475 -1.312 4.498
C 4.679 0.094 2.817
N 2.540 -1.078 2.350
N 2.802 -0.882 0.981
H 5.535 -2.521 3.104
H 4.950 -2.186 1.466
H 4.039 -3.256 2.356
H 4.327 -0.945 5.049
H 3.006 -2.233 4.775
H 2.626 -0.618 4.566
H 5.631 0.105 3.374
H 4.020 0.967 3.116
H 4.991 0.224 1.768
H 2.114 -0.206 2.744
H 2.210 -0.131 0.662
H 2.436 -1.674 0.420
```

Calculated values
- Net charge: -1
- ⟨S²⟩: 6.02
- Calculated total energy: -2238.66820 a.u.
- 2S+1: 5
- Largest force on an atom: 5.43 eV/A

***

(5)
Molecular formula: C5H9ClN2O3PS
Method: DFT, wB97M-V/def2-TZVPD

Geometry as XYZ:
```
22
C5H9ClN2O3PS (wB97M-V/def2-TZVPD)
C -2.665 0.361 0.126
C 1.250 0.450 0.295
C 0.062 -1.208 1.907
C 1.805 2.264 -0.991
C 0.559 -0.930 0.433
N -3.432 -0.010 0.931
N -1.791 -2.078 -0.336
O 1.815 0.982 1.191
O -0.215 -0.958 -2.251
O 1.313 0.893 -0.953
P -0.761 -1.042 -0.827
S -1.657 1.189 -0.734
Cl 1.537 -2.218 -0.262
H -0.123 -2.218 2.011
H -0.721 -0.463 2.103
H 0.831 -0.991 2.707
H 2.939 2.237 -1.152
H 1.290 2.591 -0.087
H 1.438 2.828 -1.823
H -4.175 -0.462 1.328
H -2.279 -2.628 -1.067
H 0.509 -0.334 -2.330
```

Calculated values
- Net charge: +1
- ΔE to the lowest compared entry with this formula, charge and spin: 47.1 kcal per mole
- Largest force on an atom: 5.36 eV/A

***

(6)
Molecular formula: H16InO8
Method: DFT, wB97M-V/def2-TZVPD

Geometry as XYZ:
```
25
H16InO8 (wB97M-V/def2-TZVPD)
In -0.151 0.097 0.088
O -0.756 0.655 2.176
H -0.669 1.486 2.622
H -1.430 0.214 2.731
O 0.513 -2.067 -1.452
H 1.340 -2.594 -1.326
H -0.034 -2.444 -2.125
O 0.906 0.643 -1.705
H 1.652 1.222 -1.813
H 0.840 0.292 -2.617
O 1.674 -0.661 0.936
H 2.599 -0.605 0.615
H 1.724 -0.969 1.863
O -1.241 1.899 -0.283
H -1.851 2.278 0.395
H -0.942 2.613 -0.870
O -1.657 -0.547 -1.407
H -1.817 -1.515 -1.508
H -1.932 -0.091 -2.225
O 1.275 1.750 0.724
H 1.085 2.690 0.604
H 1.808 1.872 1.532
O -0.870 -1.713 0.921
H -1.736 -2.028 1.231
H -0.338 -2.485 0.883
```

Calculated values
- Net charge: +3
- ΔE to the lowest compared entry with this formula, charge and spin: 0.0 kcal per mole
- Largest force on an atom: 2.13 eV/A